DFT (wB97M-V/def2-TZVPD) results for a 13-piece molecular cluster, C16H31Cl24FN3O2 overall at a distorted geometry.

Output
- LUMO energy (eV) = 1.86
- E_tot (Ha) = -12087.5066
- orbital gap (eV) = 6.239

Geometry as ORCA input:
```
! wB97M-V def2-TZVPD RIJCOSX def2/J DEFGRID3
* xyz -1 1
N -1.989 2.232 -4.107
C -1.464 2.727 -2.821
C -2.313 2.358 -1.602
N -2.184 0.986 -1.127
C -0.985 0.522 -0.796
O -0.696 -0.701 -0.724
N 0.113 1.404 -0.385
C 1.325 1.247 -1.014
O 2.410 1.721 -0.653
F 1.302 0.512 -2.156
H -1.449 1.418 -4.356
H -2.960 1.984 -4.010
H -1.454 3.822 -2.875
H -0.424 2.424 -2.749
H -3.359 2.469 -1.900
H -2.191 3.145 -0.827
H -0.146 2.378 -0.311
C 1.309 -3.167 -1.573
Cl 0.121 -4.264 -0.850
Cl 2.941 -3.868 -1.544
H 1.024 -2.984 -2.600
H 1.302 -2.240 -1.014
C -1.382 -2.636 2.063
Cl -2.034 -3.601 3.407
Cl -0.950 -1.010 2.587
H -0.492 -3.140 1.678
H -2.137 -2.562 1.290
C 2.220 -4.284 3.577
Cl 1.509 -4.319 1.953
Cl 1.463 -3.057 4.596
H 2.081 -5.249 4.031
H 3.277 -4.060 3.488
C 0.877 -7.853 1.465
Cl 2.362 -8.438 0.706
Cl 1.071 -7.641 3.209
H 0.619 -6.894 1.030
H 0.089 -8.575 1.291
C -1.755 2.216 -8.105
Cl -2.937 1.660 -6.919
Cl -0.840 3.611 -7.514
H -1.063 1.408 -8.314
H -2.276 2.501 -9.007
C 0.022 5.795 1.258
Cl -0.729 7.398 1.196
Cl -0.916 4.595 0.357
H 1.012 5.859 0.823
H 0.085 5.481 2.293
C 1.893 1.170 3.145
Cl 2.062 2.833 2.562
Cl 1.830 1.090 4.912
H 0.976 0.773 2.737
H 2.741 0.592 2.799
C 5.890 3.141 2.648
Cl 6.824 1.701 2.228
Cl 6.851 4.619 2.472
H 5.031 3.204 1.991
H 5.567 3.058 3.678
C 4.498 -5.158 6.882
Cl 2.923 -5.711 6.305
Cl 5.227 -3.971 5.793
H 4.365 -4.700 7.854
H 5.159 -6.013 6.955
C -0.183 -2.710 8.441
Cl 1.007 -3.995 8.724
Cl -0.828 -2.763 6.803
H -0.999 -2.837 9.143
H 0.300 -1.753 8.596
C -3.595 4.003 -11.272
Cl -4.612 2.839 -10.416
Cl -1.933 3.421 -11.434
H -4.005 4.163 -12.262
H -3.583 4.933 -10.716
C -6.700 3.358 -2.261
Cl -5.269 2.892 -3.182
Cl -6.314 3.691 -0.567
H -7.120 4.254 -2.702
H -7.416 2.547 -2.299
*
```


DFT (wB97M-V/def2-TZVPD) results for a 2-piece molecular cluster, C16H31ClNO7P2S overall at a distorted geometry.

Output
- LUMO energy (eV) = -0.53
- E_tot (Ha) = -2750.5593
- orbital gap (eV) = 3.129

Geometry as ORCA input:
```
! wB97M-V def2-TZVPD RIJCOSX def2/J DEFGRID3
* xyz -1 1
O -1.561 0.412 1.681
C -0.617 -0.276 1.365
C -0.853 -1.846 1.321
C -2.156 -2.257 0.522
P -1.818 -3.027 -1.210
C -3.655 -2.777 -1.718
C -3.947 -1.433 -2.504
C -5.148 -0.593 -1.868
C -4.657 0.645 -1.027
S -6.158 1.328 -0.163
O -5.864 2.615 0.457
O -7.238 1.402 -1.153
Cl -6.796 -0.100 1.222
N 0.694 0.325 1.012
C 0.721 0.283 -0.467
C -0.387 0.962 -1.148
C -0.440 0.921 -2.613
C 0.620 0.232 -3.345
C 1.715 -0.441 -2.636
C 1.792 -0.424 -1.158
H -1.049 -2.124 2.400
H 0.063 -2.400 0.962
H -2.880 -1.413 0.389
H -2.661 -3.062 1.134
H -1.409 -1.712 -1.678
H -0.436 -3.372 -0.879
H -2.195 -4.385 -0.766
H -1.569 -3.586 -2.551
H -3.963 -3.636 -2.388
H -4.340 -2.854 -0.815
H -4.324 -1.729 -3.529
H -3.046 -0.789 -2.686
H -5.762 -0.175 -2.718
H -5.818 -1.210 -1.220
H -3.872 0.416 -0.260
H -4.295 1.510 -1.653
H 1.423 -0.341 1.294
H -1.196 1.506 -0.597
H -1.311 1.420 -3.094
H 0.573 0.218 -4.460
H 2.526 -0.995 -3.170
H 2.620 -0.928 -0.602
C 4.757 1.804 4.804
O 5.669 1.072 3.973
P 5.239 0.778 2.343
O 5.816 -0.606 2.320
O 6.372 1.866 1.842
C 6.325 3.197 2.341
O 4.585 0.663 0.783
C 4.379 1.846 0.011
H 4.614 1.256 5.736
H 5.196 2.776 5.045
H 3.791 1.954 4.321
H 7.020 3.295 3.180
H 5.318 3.472 2.666
H 6.630 3.887 1.554
H 5.325 2.190 -0.410
H 3.925 2.631 0.619
H 3.708 1.605 -0.813
*
```


DFT (wB97M-V/def2-TZVPD) results for C16H31F2N5O5S2 as an isolated structure at a distorted geometry.

Output
- LUMO energy (eV) = 0.10
- E_tot (Ha) = -2274.2950
- orbital gap (eV) = 9.420

Geometry as ORCA input:
```
! wB97M-V def2-TZVPD RIJCOSX def2/J DEFGRID3
* xyz 0 1
C 4.143 2.634 -1.468
C 3.004 2.260 -2.397
C 1.637 2.539 -1.786
C 1.428 1.850 -0.426
C 0.779 2.772 0.604
C 0.712 0.548 -0.491
C -0.602 0.195 -0.580
N -0.651 -1.200 -0.557
C -1.875 -1.997 -0.604
C -2.738 -1.700 -1.828
C -4.228 -1.725 -1.486
C -4.758 -0.335 -1.140
N -5.837 -0.385 -0.139
C -5.708 0.633 0.848
C -6.440 1.916 0.602
O -5.064 0.465 1.847
C 0.591 -1.680 -0.453
C 1.067 -3.081 -0.379
C 2.325 -3.222 0.503
N 2.312 -4.512 1.196
N 1.431 -0.635 -0.421
H 5.009 2.018 -1.690
H 4.470 3.666 -1.552
H 3.898 2.441 -0.431
H 3.086 2.815 -3.329
H 3.089 1.209 -2.677
H 1.565 3.608 -1.595
H 0.860 2.315 -2.514
H 2.408 1.610 -0.030
H 1.376 3.670 0.705
H 0.782 2.283 1.575
H -0.253 3.005 0.355
H -1.441 0.856 -0.653
H -1.610 -3.042 -0.530
H -2.432 -1.767 0.303
H -2.561 -2.460 -2.582
H -2.473 -0.729 -2.232
H -4.771 -2.121 -2.336
H -4.419 -2.396 -0.651
H -3.947 0.329 -0.840
H -5.181 0.077 -2.056
H -5.808 -1.260 0.373
H -6.983 1.894 -0.335
H -7.174 2.008 1.397
H -5.775 2.770 0.653
H 1.341 -3.406 -1.380
H 0.313 -3.771 -0.019
H 2.394 -2.399 1.213
H 3.201 -3.143 -0.131
H 1.666 -4.427 1.973
H 3.222 -4.625 1.628
H 2.436 -0.656 -0.328
N 3.921 -0.231 3.347
S 3.561 1.182 4.002
O 2.173 1.509 3.950
O 4.509 2.215 3.757
F 3.808 0.768 5.505
S 3.759 -0.296 1.803
O 3.788 -1.641 1.312
O 4.458 0.685 1.032
F 2.205 0.098 1.566
*
```


DFT (wB97M-V/def2-TZVPD) results for C16H31F3O3P2PdS as an isolated structure at a distorted geometry.

Output
- LUMO energy (spin up / spin down) (eV) = -6.63 / -11.86
- expectation value of S² = 6.02
- E_tot (Ha) = -2361.3365
- orbital gap (spin up / spin down) (eV) = 5.272 / 4.082

Geometry as ORCA input:
```
! wB97M-V def2-TZVPD RIJCOSX def2/J DEFGRID3
* xyz 2 5
P -0.181 -1.723 -0.884
P 0.705 1.678 -1.374
C 0.400 -0.883 -2.410
C 1.453 0.196 -2.176
H -0.480 -0.494 -2.954
H 0.828 -1.668 -3.055
H 2.310 -0.133 -1.542
H 1.862 0.528 -3.147
C 0.083 2.381 -3.009
H -0.506 3.295 -2.843
H -0.507 1.665 -3.599
H 0.978 2.642 -3.598
C 1.984 2.971 -1.164
H 2.077 3.547 -2.100
H 2.950 2.502 -0.936
H 1.705 3.665 -0.359
C -0.686 -3.310 -1.670
H -0.785 -4.087 -0.908
H 0.092 -3.626 -2.373
H -1.634 -3.283 -2.216
C 1.303 -2.334 -0.034
H 2.217 -2.019 -0.682
H 1.361 -3.449 -0.132
H 1.103 -2.172 1.054
Pd 2.795 -0.818 0.648
C -1.088 2.298 -0.467
C -2.299 1.402 -0.672
C -2.839 0.791 -1.983
C -2.831 -0.756 -1.829
C -2.051 -1.097 -0.565
C -2.122 0.165 0.277
C -0.954 0.446 1.149
C -0.694 1.942 0.999
C 3.019 -1.958 2.252
H -1.272 3.365 -0.640
H -3.128 1.979 -0.211
H -2.297 1.096 -2.884
H -3.870 1.168 -2.060
H -3.867 -1.065 -1.627
H -2.464 -1.311 -2.706
H -2.435 -1.916 0.051
H -3.045 0.174 0.887
H -0.020 -0.040 0.808
H -1.104 0.026 2.146
H -1.329 2.484 1.709
H 0.323 2.209 1.296
H 3.862 -1.625 2.853
H 3.243 -2.911 1.739
H 2.065 -2.053 2.805
F 0.959 1.050 6.277
C 0.457 -0.013 5.599
F 0.930 -1.157 6.157
F -0.887 -0.007 5.765
S 1.020 0.056 3.811
O 0.299 -1.079 3.191
O 0.543 1.373 3.396
O 2.454 -0.108 3.937
*
```